20
Properties=species:S:1:pos:R:3:forces:R:3 method="wB97M-V/def2-TZVPD" homo_energy_ev=-13.9 smiles=NC[C@H]([NH3+])CCO gap_ev=10.6 e_lumo_ev=-3.30 total_energy_ha=-344.63721 total_charge=+1
N -0.037674 -2.606653 -0.006844 0.0657 -0.0241 -0.6809
C 0.224322 -1.237143 -0.609975 -1.5055 -0.9399 -0.9310
C -0.269912 -0.185918 0.480288 2.3127 1.2114 -0.5247
N -1.762030 -0.651639 0.856332 2.2258 -1.3074 0.8804
C -0.041318 1.262833 -0.027993 -2.0537 0.7694 1.4272
C 1.389825 1.739908 -0.218425 -1.3689 -1.4795 -0.0881
O 1.365625 3.115479 -0.252505 0.2153 2.0106 -0.3473
H 0.829397 -2.975260 0.449220 -1.0376 0.7395 -0.4271
H -0.267475 -3.325162 -0.705501 0.0273 0.5747 0.2191
H 1.176413 -1.336046 -1.129848 1.0919 1.2785 1.4340
H -0.263704 -0.958705 -1.652567 -0.5228 -1.0207 2.2876
H 0.401815 -0.073934 1.446788 -1.7739 -1.4246 -1.5159
H -1.669221 -1.725142 0.637824 -0.1324 1.4757 0.3171
H -1.935118 -0.564746 1.875478 0.4731 -0.1361 -0.5852
H -2.574173 -0.207615 0.449882 0.1608 0.2757 -0.9197
H -0.519707 1.594770 -0.917110 -0.9140 -0.6793 -1.2850
H -0.521770 1.981113 0.683583 0.5663 -0.6522 0.0670
H 1.973918 1.312605 0.584396 0.6023 0.8180 0.6172
H 1.764873 1.221227 -1.087362 0.4232 0.3226 -0.8227
H 0.735915 3.620030 -0.855662 1.1443 -1.8122 0.8781